Below is 3 unconnected molecules or ions with the total composition C3H11NO3, with properties calculated with ωB97M-V/def2-TZVPD.

Results
DFT total energy, Ha: -401.3987
Kohn-Sham gap, eV: 10.15
Energy relative to the best compared isomer or geometry (same formula, charge and spin), kcal per mole: 9.01
SMILES: CCC(N)=O.O.O

The geometry in ORCA input format:
```
! RIJCOSX wB97M-V def2-TZVPD def2/J DEFGRID3
* xyz 0 1
C 2.59766 -0.03419 0.22083
C 1.17012 -0.21239 0.68772
C 0.36248 -0.83315 -0.45295
N -0.20778 0.07166 -1.30784
O 0.35794 -2.03511 -0.60328
H 3.02362 -1.00707 -0.01414
H 3.21275 0.40037 1.00641
H 2.64949 0.61559 -0.64826
H 0.98574 -0.82852 1.55996
H 0.70088 0.75058 0.90102
H -0.43124 0.96391 -0.88068
H -0.86584 -0.25004 -2.00017
O -1.65004 2.24475 -0.00195
H -2.47250 2.73970 0.11897
H -1.66897 1.62540 0.74104
O -2.70150 -1.19984 0.54296
H -2.90821 -2.11375 0.31983
H -2.15460 -0.89791 -0.18948
*
```

Computed natural (NBO) charges, given in elementary charges:
1. C -0.60
2. C -0.49
3. C 0.68
4. N -0.85
5. O -0.62
6. H 0.22
7. H 0.21
8. H 0.21
9. H 0.23
10. H 0.19
11. H 0.41
12. H 0.39
13. O -0.96
14. H 0.49
15. H 0.48
16. O -0.95
17. H 0.48
18. H 0.47


Below is 3 unconnected molecules or ions with the total composition C3H11NO3, with properties calculated with ωB97M-V/def2-TZVPD.

Results
DFT total energy, Ha: -401.3662
Kohn-Sham gap, eV: 10.47
Energy relative to the best compared isomer or geometry (same formula, charge and spin), kcal per mole: 29.38
SMILES: CCC(N)=O.O.O

The geometry in ORCA input format:
```
! RIJCOSX wB97M-V def2-TZVPD def2/J DEFGRID3
* xyz 0 1
C -0.59421 0.10057 2.38982
C -0.76769 0.61858 0.99455
C 0.55922 0.88306 0.28832
N 1.67890 0.11200 0.75317
O 0.64332 1.70607 -0.63044
H 0.23228 -0.62518 2.45912
H -1.49772 -0.38094 2.76867
H -0.41046 0.83557 3.18449
H -1.21173 -0.17106 0.30792
H -1.16727 1.60570 0.87214
H 1.58313 -0.77646 1.07696
H 2.55681 0.58954 0.57075
O -0.60076 1.67270 -3.24900
H -1.08130 1.68571 -2.40243
H -1.21454 2.09547 -3.86908
O 0.28119 -3.28555 -1.46272
H 0.14420 -2.72595 -2.25330
H 0.86662 -3.93984 -1.79893
*
```

Computed natural (NBO) charges, given in elementary charges:
1. C -0.61
2. C -0.52
3. C 0.70
4. N -0.87
5. O -0.61
6. H 0.20
7. H 0.21
8. H 0.22
9. H 0.23
10. H 0.24
11. H 0.39
12. H 0.41
13. O -0.93
14. H 0.48
15. H 0.46
16. O -0.94
17. H 0.47
18. H 0.46


Below is 2 unconnected molecules or ions with the total composition C3H11NO3P, with properties calculated with ωB97M-V/def2-TZVPD.

Results
DFT total energy, Ha: -742.4225
Kohn-Sham gap (spin up / spin down), eV: 8.49 / 8.23
Energy relative to the best compared isomer or geometry (same formula, charge and spin), kcal per mole: 77.13

The geometry in ORCA input format:
```
! RIJCOSX wB97M-V def2-TZVPD def2/J DEFGRID3
* xyz 1 1
C -2.40693 -0.86972 0.42910
C 2.28831 1.92220 0.22878
C -2.01253 0.48128 -0.15922
N 1.87323 -1.45901 -1.18688
O 1.18408 -1.59268 1.20960
O 2.34087 0.51399 0.46334
O -0.85332 0.97804 0.26230
P 1.28106 -0.55659 0.04373
H -3.40445 -1.15563 0.11118
H -1.68917 -1.61285 0.07611
H -2.36788 -0.83787 1.51704
H 2.90082 2.38714 0.99950
H 1.26107 2.27568 0.30690
H 2.69218 2.16302 -0.75557
H -2.74226 1.23113 0.21908
H -2.12131 0.50140 -1.26000
H 1.51782 -2.39889 -1.31029
H 2.18382 -1.02813 -2.04782
H 0.88340 -1.28828 2.07497
*
```

Computed natural (NBO) charges, given in elementary charges:
1. C -0.63
2. C -0.26
3. C -0.12
4. N -1.13
5. O -0.96
6. O -0.78
7. O -0.40
8. P 2.08
9. H 0.24
10. H 0.19
11. H 0.22
12. H 0.23
13. H 0.22
14. H 0.20
15. H 0.27
16. H 0.18
17. H 0.45
18. H 0.45
19. H 0.55


Below is 3 unconnected molecules or ions with the total composition C3H11NO3S, with properties calculated with ωB97M-V/def2-TZVPD.

Results
DFT total energy, Ha: -799.4896
Kohn-Sham gap, eV: 9.93
Energy relative to the best compared isomer or geometry (same formula, charge and spin), kcal per mole: 62.85
SMILES: NC(=O)CCS.O.O

The geometry in ORCA input format:
```
! RIJCOSX wB97M-V def2-TZVPD def2/J DEFGRID3
* xyz 0 1
N -2.31887 3.54899 1.60209
C -1.59548 2.96752 0.54781
O -0.46578 3.28065 0.31854
C -2.44193 1.87059 -0.27956
C -1.93135 0.52216 0.34155
S -1.81446 -0.83154 -1.03423
H -3.16268 3.59157 2.01537
H -1.97477 4.37499 2.01257
H -2.40146 1.90009 -1.37291
H -3.47332 2.08378 -0.02930
H -1.04273 0.55716 0.90450
H -2.59939 0.08768 1.08802
H -2.15260 -0.11488 -2.00902
O 3.53419 -3.64874 -0.86649
H 4.03530 -2.96413 -0.56392
H 3.37294 -4.15115 -0.11421
O 5.88581 -4.34136 -0.63592
H 5.55779 -4.73178 -1.44973
H 4.98880 -4.00158 -0.47515
*
```

Computed natural (NBO) charges, given in elementary charges:
1. N -0.87
2. C 0.71
3. O -0.58
4. C -0.50
5. C -0.46
6. S -0.07
7. H 0.40
8. H 0.38
9. H 0.24
10. H 0.21
11. H 0.22
12. H 0.21
13. H 0.10
14. O -0.88
15. H 0.46
16. H 0.47
17. O -0.95
18. H 0.46
19. H 0.43


Below is 3 unconnected molecules or ions with the total composition C3H11NO3S, with properties calculated with ωB97M-V/def2-TZVPD.

Results
Expectation value of S²: 0.765
DFT total energy, Ha: -799.2199
Kohn-Sham gap (spin up / spin down), eV: 10.10 / 4.66
Energy relative to the best compared isomer or geometry (same formula, charge and spin), kcal per mole: 15.07

The geometry in ORCA input format:
```
! RIJCOSX wB97M-V def2-TZVPD def2/J DEFGRID3
* xyz 1 2
O 0.94999 0.73505 2.14718
C 0.22156 0.08323 1.43602
N 0.76591 -0.74126 0.46641
C 0.16277 -0.80529 -0.81641
C 0.28518 0.50918 -1.67866
S -0.01531 2.09319 -0.84644
H -0.87121 0.08824 1.49619
H 1.77908 -0.69450 0.46360
H -0.86695 -1.12317 -0.77196
H 0.72052 -1.56152 -1.35626
H -0.50185 0.43953 -2.43487
H 1.25078 0.61517 -2.14783
H 1.25944 2.50452 -0.91257
H 0.67529 -3.59444 -3.85051
H 0.78202 -4.71854 -2.78305
O 0.62972 -3.77772 -2.90607
H -2.26236 2.93331 4.18324
H -2.79942 3.36338 5.49225
O -2.16516 3.65162 4.81975
*
```

Computed natural (NBO) charges, given in elementary charges:
1. O -0.39
2. C 0.49
3. N -0.48
4. C -0.25
5. C -0.57
6. S 0.38
7. H 0.17
8. H 0.41
9. H 0.24
10. H 0.28
11. H 0.29
12. H 0.26
13. H 0.16
14. H 0.48
15. H 0.49
16. O -0.97
17. H 0.45
18. H 0.47
19. O -0.92


Below is 3 unconnected molecules or ions with the total composition C3H11NO4, with properties calculated with ωB97M-V/def2-TZVPD.

Results
DFT total energy, Ha: -476.6282
Kohn-Sham gap, eV: 10.44
Energy relative to the best compared isomer or geometry (same formula, charge and spin), kcal per mole: 31.03
SMILES: C[C@@H](N)C(=O)O.O.O

The geometry in ORCA input format:
```
! RIJCOSX wB97M-V def2-TZVPD def2/J DEFGRID3
* xyz 0 1
C 1.47753 -0.72797 -0.47495
C 0.04637 -0.48688 -0.00392
N -0.68069 0.54383 -0.82007
C -0.69722 -1.80650 -0.09353
O -1.65612 -2.01208 -0.78938
O -0.16161 -2.75891 0.70368
H 2.11428 0.12682 -0.25185
H 1.85264 -1.64740 -0.04133
H 1.48906 -0.85884 -1.55660
H 0.06650 -0.06764 1.00026
H -1.45379 0.05156 -1.25038
H -0.08043 0.77886 -1.59632
H -0.55209 -3.61913 0.47508
O -1.36334 0.52782 2.68512
H -1.85745 0.63761 1.85955
H -1.81375 1.19534 3.22058
O 0.82535 3.56987 -0.83257
H 1.12506 3.73524 -1.73730
H 1.31970 2.81841 -0.49608
*
```

Computed natural (NBO) charges, given in elementary charges:
1. C -0.61
2. C -0.19
3. N -0.83
4. C 0.79
5. O -0.60
6. O -0.68
7. H 0.21
8. H 0.24
9. H 0.20
10. H 0.25
11. H 0.38
12. H 0.35
13. H 0.50
14. O -0.94
15. H 0.47
16. H 0.47
17. O -0.93
18. H 0.47
19. H 0.47